{"formula": "C31H46BMgN5O8P2S", "method": "the ωB97M-V functional and the def2-TZVPD basis", "elements": ["Mg", "C", "C", "C", "C", "P", "C", "N", "B", "N", "C", "P", "C", "C", "C", "C", "C", "C", "C", "C", "C", "C", "C", "C", "C", "C", "C", "C", "C", "C", "H", "H", "H", "H", "H", "H", "H", "H", "H", "H", "H", "H", "H", "H", "H", "H", "H", "H", "H", "H", "H", "H", "H", "H", "H", "H", "H", "H", "H", "H", "H", "H", "H", "H", "H", "H", "H", "H", "H", "H", "H", "H", "H", "H", "O", "C", "O", "C", "C", "C", "C", "C", "C", "O", "N", "O", "O", "N", "O", "O", "H", "H", "O", "S", "N"], "positions_angstrom": [[-0.596939, -1.502561, -0.038809], [2.690395, -3.848686, -2.129136], [2.653648, -2.572298, -2.989762], [1.643270, -2.818942, -4.117490], [4.044893, -2.351449, -3.585372], [1.923833, -1.209823, -1.906115], [3.167945, -1.162340, -0.520682], [2.613597, -0.561546, 0.673915], [1.209209, -0.594219, 1.094815], [1.285749, 0.050635, 2.406214], [0.195623, 0.203673, 3.337926], [-1.443852, 0.316464, 2.465965], [-2.577872, -0.174502, 3.890160], [-2.538583, -1.712218, 3.879653], [-2.211593, 0.321396, 5.292506], [-4.009254, 0.253508, 3.558587], [-1.579091, 2.173348, 2.174820], [-0.295749, 2.571397, 1.428573], [-2.758599, 2.410584, 1.223704], [-1.717906, 3.066959, 3.407486], [2.579119, 0.412214, 2.718218], [3.120190, 1.040032, 3.828354], [4.495892, 1.298886, 3.854032], [5.307999, 0.925904, 2.795248], [4.773064, 0.281314, 1.673186], [3.410963, 0.029149, 1.632844], [2.228585, 0.470716, -2.702533], [1.202602, 0.666671, -3.825049], [3.630631, 0.779595, -3.234631], [1.915725, 1.487287, -1.590470], [2.783730, -4.713546, -2.795171], [1.784270, -3.966860, -1.527741], [3.555211, -3.861786, -1.463162], [1.985803, -3.659948, -4.731450], [1.529353, -1.953607, -4.771611], [0.661987, -3.070481, -3.710938], [4.412725, -3.298773, -3.997347], [4.763775, -2.014946, -2.834357], [4.034192, -1.625115, -4.398542], [4.078790, -0.637671, -0.820430], [3.450252, -2.197282, -0.314789], [0.361521, 1.069662, 3.985823], [0.131993, -0.676552, 3.987908], [-1.546949, -2.116005, 4.087320], [-2.827920, -2.109243, 2.904620], [-3.232613, -2.096368, 4.636175], [-1.195028, 0.043529, 5.573646], [-2.886405, -0.140978, 6.022967], [-2.308677, 1.402395, 5.391599], [-4.286928, -0.056017, 2.548311], [-4.152014, 1.332555, 3.641255], [-4.698524, -0.230168, 4.259731], [-0.115645, 1.913834, 0.576595], [0.579651, 2.542658, 2.081145], [-0.409897, 3.589793, 1.042690], [-2.638335, 1.808600, 0.321587], [-2.785211, 3.465403, 0.929458], [-3.720482, 2.159643, 1.674495], [-0.929690, 2.876086, 4.139679], [-2.684058, 2.946863, 3.901804], [-1.633079, 4.115781, 3.099897], [2.495112, 1.320913, 4.666779], [4.928334, 1.791479, 4.717286], [6.372129, 1.128128, 2.834825], [5.418392, -0.021588, 0.858151], [1.437621, 0.066081, -4.706878], [1.196285, 1.718612, -4.129231], [0.198021, 0.412816, -3.482246], [3.845767, 0.273455, -4.175982], [4.412215, 0.521557, -2.516552], [3.703266, 1.856994, -3.419071], [0.943735, 1.289688, -1.140081], [1.881091, 2.487962, -2.031424], [2.679157, 1.479072, -0.808817], [-3.156044, -3.236518, -2.116082], [-2.928902, -2.214551, -1.475649], [-2.503001, -2.123059, -0.271790], [-3.236243, -0.873096, -2.136770], [-4.351613, -0.783624, -2.911482], [-4.736586, 0.450155, -3.469945], [-3.984680, 1.580580, -3.254774], [-2.824170, 1.498686, -2.504671], [-2.361002, 0.262127, -1.908263], [-1.296743, 0.153921, -1.247013], [-2.109865, 2.752407, -2.337417], [-2.673021, 3.791071, -2.686092], [-0.970014, 2.737352, -1.913456], [-5.929356, 0.544998, -4.272909], [-6.227749, 1.630874, -4.764677], [-6.597017, -0.467621, -4.446400], [-4.935114, -1.675989, -3.087850], [-4.283834, 2.528929, -3.670679], [-0.641384, -3.866185, 2.474918], [-0.276516, -4.473657, 1.173732], [0.086433, -3.634570, 0.023182]], "forces_ev_per_a": [[0.05, -0.08, 0.09], [-0.05, 0.05, -0.02], [0.00, -0.03, 0.01], [0.03, -0.03, -0.03], [-0.01, -0.01, -0.04], [0.05, 0.00, 0.03], [-0.03, -0.09, 0.03], [0.01, -0.01, 0.12], [-0.04, 0.05, -0.05], [0.11, -0.04, -0.08], [-0.09, -0.12, 0.09], [-0.03, 0.04, 0.03], [0.00, -0.03, 0.03], [0.00, 0.05, -0.05], [-0.03, 0.01, -0.01], [-0.02, -0.03, 0.01], [0.01, 0.03, 0.04], [-0.05, -0.01, -0.03], [0.00, -0.01, -0.02], [-0.01, -0.01, -0.02], [0.00, -0.02, -0.02], [0.02, -0.02, -0.03], [-0.05, -0.01, 0.01], [-0.02, -0.02, -0.05], [-0.04, -0.01, 0.04], [0.01, -0.01, -0.02], [0.04, 0.03, -0.03], [0.00, 0.04, 0.01], [-0.03, 0.03, -0.03], [0.00, -0.03, -0.03], [-0.01, -0.01, -0.01], [0.04, -0.01, -0.02], [-0.01, 0.00, 0.01], [-0.02, 0.00, 0.00], [0.01, -0.03, 0.02], [0.00, 0.01, 0.00], [0.00, -0.01, 0.01], [0.00, 0.00, 0.00], [0.01, -0.09, 0.05], [0.01, 0.07, -0.05], [0.07, -0.01, 0.01], [-0.02, 0.06, -0.01], [0.03, 0.02, 0.05], [-0.02, 0.01, 0.00], [0.00, 0.01, 0.04], [0.00, 0.00, 0.02], [0.00, -0.02, 0.00], [-0.01, 0.01, 0.00], [0.01, -0.01, -0.01], [0.00, 0.00, 0.00], [0.01, -0.02, 0.01], [-0.01, 0.01, 0.00], [-0.02, 0.02, 0.04], [0.00, 0.00, -0.03], [0.00, 0.01, 0.02], [-0.01, 0.01, 0.02], [0.00, 0.00, -0.01], [0.04, 0.02, -0.02], [0.00, 0.01, 0.00], [0.02, -0.01, -0.02], [-0.01, 0.00, 0.00], [-0.01, 0.00, 0.01], [0.00, 0.00, 0.00], [0.00, 0.00, 0.00], [0.01, 0.00, -0.02], [0.00, 0.03, 0.04], [-0.01, 0.00, -0.01], [0.00, 0.01, 0.01], [-0.03, 0.07, 0.06], [0.00, 0.01, -0.03], [0.00, 0.01, 0.00], [0.02, 0.00, -0.01], [0.00, 0.03, -0.01], [-0.05, 0.01, -0.03], [-0.12, -0.02, 0.05], [-0.06, 0.08, 0.05], [0.25, -0.09, -0.15], [0.05, -0.06, -0.01], [0.01, 0.05, 0.01], [-0.04, -0.02, -0.01], [-0.03, -0.04, 0.00], [-0.03, 0.04, 0.10], [-0.01, 0.02, 0.07], [0.12, -0.12, 0.00], [0.17, -0.01, -0.38], [-0.01, -0.02, 0.17], [-0.07, 0.03, 0.10], [0.04, 0.01, -0.12], [-0.02, -0.12, 0.07], [0.02, 0.11, 0.03], [-0.01, 0.01, 0.00], [0.00, -0.02, 0.01], [-0.11, -0.09, -0.04], [0.33, 0.17, 0.00], [-0.37, 0.16, -0.02]], "homo_ha": -0.0654, "spin_multiplicity": 1, "homo_lumo_gap_ha": 0.22099, "total_charge": -2, "e_tot_ev": -92260.133}

{"formula": "C31H46CoGeN7O7S2", "method": "the ωB97M-V functional and the def2-TZVPD basis", "elements": ["Co", "S", "C", "C", "N", "C", "H", "H", "H", "C", "C", "C", "C", "C", "C", "O", "N", "C", "O", "N", "C", "O", "H", "H", "H", "H", "H", "H", "H", "H", "H", "H", "H", "O", "N", "O", "O", "C", "Ge", "C", "C", "C", "H", "H", "H", "H", "H", "H", "H", "H", "H", "H", "H", "N", "C", "C", "C", "C", "C", "C", "C", "N", "C", "C", "N", "C", "H", "H", "H", "H", "H", "H", "H", "C", "C", "C", "S", "O", "C", "C", "C", "H", "H", "H", "H", "H", "H", "H", "H", "H", "H", "H", "H", "H", "H"], "positions_angstrom": [[-0.198942, 1.316985, 0.079934], [3.954002, -0.139634, -0.504160], [3.188359, 0.096299, -2.018736], [1.908737, 0.494004, -1.831648], [1.539235, 0.600351, -0.511663], [2.521190, 0.304442, 0.291968], [3.706965, -0.053809, -2.950319], [1.195451, 0.738489, -2.602534], [2.433765, 0.342763, 1.365931], [3.685891, 4.066620, -0.422192], [2.800987, 4.847720, 0.542637], [1.331940, 4.926009, 0.091055], [0.494863, 5.701165, 1.133430], [-0.979616, 5.819781, 0.770927], [1.266515, 5.668116, -1.233561], [1.673401, 6.800841, -1.358686], [0.737321, 4.977591, -2.296614], [0.314832, 3.644794, -2.317625], [0.002810, 3.132005, -3.372060], [0.298022, 2.980622, -1.122394], [0.782988, 3.529279, -0.027084], [0.772487, 2.776127, 0.992378], [4.706492, 4.001192, -0.045104], [3.726378, 4.548249, -1.401286], [3.318827, 3.045070, -0.562663], [3.161944, 5.871907, 0.643372], [2.814093, 4.386603, 1.531665], [0.946035, 6.690042, 1.229181], [0.611613, 5.184703, 2.087731], [-1.120843, 6.400902, -0.142424], [-1.530011, 6.317046, 1.568585], [-1.438192, 4.842288, 0.622679], [0.721957, 5.450145, -3.189753], [-1.822296, 2.024287, 0.797625], [-2.764713, 2.577728, 0.074305], [-3.772498, 2.906364, 0.668173], [-2.590086, 2.728164, -1.128049], [2.010403, 1.321147, 3.613199], [0.110632, 0.872759, 3.345456], [-0.307654, -0.543647, 4.645563], [-0.957661, 2.448260, 3.757862], [-0.267066, 0.091653, 1.582947], [2.139011, 1.708518, 4.625488], [2.332394, 2.094278, 2.914584], [2.661304, 0.447458, 3.519161], [-0.094153, -0.212638, 5.662920], [0.283785, -1.440657, 4.448937], [-1.364007, -0.811903, 4.590274], [-0.810674, 2.728910, 4.802324], [-2.015107, 2.256013, 3.581464], [-0.660487, 3.276034, 3.116813], [-1.293945, -0.268402, 1.671963], [0.380304, -0.768658, 1.400937], [-7.139226, -6.364925, -2.057492], [-6.373104, -5.509304, -2.034624], [-5.411583, -4.439422, -2.006315], [-4.118851, -4.683679, -1.550313], [-3.186541, -3.660423, -1.526963], [-3.570156, -2.394981, -1.944665], [-4.856331, -2.137839, -2.400967], [-5.778638, -3.167017, -2.439854], [-2.631045, -1.326363, -1.903067], [-2.353575, -0.438520, -2.923180], [-1.468522, 0.451485, -2.417333], [-1.199340, 0.121395, -1.104688], [-1.915976, -0.946319, -0.827922], [-3.843015, -5.677804, -1.226838], [-2.156180, -3.832953, -1.228776], [-5.133353, -1.136277, -2.701385], [-6.785793, -2.986992, -2.788794], [-2.803037, -0.529498, -3.895058], [-1.041025, 1.325993, -2.883864], [-1.966937, -1.463248, 0.112553], [-0.879494, -5.474929, 1.746435], [0.580329, -5.033042, 1.777155], [0.764965, -3.553305, 1.458548], [0.772755, -3.125662, -0.299757], [-0.228915, -4.000033, -0.988375], [2.393559, -3.789737, -0.719820], [2.613883, -3.671312, -2.221475], [4.029108, -4.076526, -2.613874], [-0.975355, -6.507286, 2.084148], [-1.280739, -5.403034, 0.737380], [-1.487227, -4.850747, 2.405166], [1.167460, -5.647614, 1.089873], [0.993917, -5.208224, 2.773153], [1.701937, -3.148402, 1.852549], [-0.043894, -2.959815, 1.892887], [2.465775, -4.828746, -0.389449], [3.115851, -3.185121, -0.161478], [2.417896, -2.641347, -2.534523], [1.879007, -4.296093, -2.730824], [4.771204, -3.438890, -2.127674], [4.174948, -4.000466, -3.691366], [4.238257, -5.107340, -2.322025]], "forces_ev_per_a": [[-0.05, -0.17, -0.19], [0.01, 0.01, -0.01], [0.00, 0.00, 0.02], [0.00, -0.03, 0.00], [-0.07, 0.04, 0.04], [0.00, -0.07, -0.05], [0.00, 0.00, 0.00], [0.00, 0.02, -0.02], [0.01, 0.03, 0.00], [0.00, -0.01, 0.01], [0.03, -0.02, -0.03], [-0.11, 0.03, 0.04], [0.04, -0.01, -0.03], [0.03, 0.02, -0.01], [0.04, -0.02, 0.00], [-0.04, -0.03, 0.02], [-0.01, -0.04, -0.10], [-0.11, 0.04, 0.03], [0.04, 0.02, -0.03], [0.02, 0.04, -0.03], [0.07, 0.01, 0.19], [-0.03, -0.02, -0.04], [0.00, 0.01, 0.00], [0.00, -0.01, -0.01], [0.01, 0.01, 0.00], [0.00, 0.00, 0.01], [0.00, 0.00, 0.00], [0.00, 0.00, 0.00], [0.00, -0.01, 0.01], [0.00, 0.00, 0.00], [0.00, 0.01, 0.00], [-0.03, -0.06, 0.01], [0.01, 0.01, 0.01], [0.03, 0.05, 0.07], [-0.04, -0.07, -0.13], [0.03, 0.02, 0.04], [0.02, 0.03, 0.07], [0.01, 0.00, 0.00], [0.06, 0.06, 0.02], [-0.01, -0.02, -0.02], [-0.01, -0.01, -0.01], [-0.05, 0.17, 0.06], [0.00, -0.01, 0.01], [0.00, -0.03, -0.01], [0.01, 0.00, 0.01], [0.00, 0.00, 0.00], [0.00, 0.00, 0.01], [0.00, 0.00, 0.00], [0.00, 0.00, 0.00], [0.00, 0.00, 0.01], [0.00, 0.01, -0.01], [-0.05, -0.01, -0.04], [0.00, -0.05, -0.04], [-0.01, -0.01, 0.00], [0.00, 0.00, 0.00], [0.00, 0.00, 0.00], [-0.01, 0.02, 0.01], [0.03, 0.04, -0.02], [-0.09, -0.05, -0.02], [0.01, -0.01, 0.01], [0.00, 0.01, 0.00], [-0.02, 0.02, -0.01], [0.00, -0.09, 0.05], [0.10, 0.12, -0.08], [0.03, 0.09, 0.11], [0.06, -0.05, -0.09], [0.00, -0.01, -0.01], [-0.17, -0.01, 0.01], [0.00, 0.01, -0.01], [0.00, 0.00, 0.00], [-0.01, 0.00, 0.00], [-0.02, -0.03, 0.05], [0.00, 0.01, 0.04], [0.01, -0.02, -0.02], [0.00, -0.05, 0.02], [-0.02, 0.06, 0.03], [0.10, -0.02, 0.00], [0.16, 0.00, 0.02], [0.06, 0.05, 0.00], [0.01, 0.01, 0.00], [0.00, -0.01, 0.00], [-0.01, 0.01, 0.00], [-0.01, 0.01, 0.02], [0.01, -0.01, 0.01], [-0.02, 0.01, 0.03], [0.00, 0.00, 0.00], [0.00, 0.00, -0.01], [0.01, -0.01, 0.01], [-0.05, 0.04, 0.00], [0.01, -0.03, -0.03], [0.01, 0.00, 0.01], [0.00, -0.01, -0.01], [0.00, 0.00, 0.00], [0.00, 0.00, 0.00], [0.00, 0.00, 0.00]], "homo_ha": -0.3437, "spin_multiplicity": 1, "homo_lumo_gap_ha": 0.34203, "e_tot_ev": -173469.184}